(1)
# C3H7N3O

One molecule with the formula C3H7N3O (ωB97M-V/def2-TZVPD, the Open Molecules 2025 dataset).

For the total energy, the calculation gives -9740.321 eV. The net charge is 0.

Positions of all 14 atoms, in Å:
C  -0.55952  0.47917  2.25339
N  0.47969  -0.02869  1.37620
C  0.35311  -0.02264  0.03866
O  -0.73155  0.38762  -0.53824
N  1.19368  -0.37430  -0.89761
C  -0.15340  -0.04092  -2.02078
N  -0.74416  -1.00796  -2.57834
H  -1.52740  0.28014  1.79126
H  -0.46729  1.55870  2.41959
H  -0.51049  -0.04150  3.21337
H  1.39687  -0.20157  1.75370
H  1.93717  -1.04979  -0.78325
H  0.17240  0.90645  -2.45250
H  -0.83911  -0.84470  -3.57546

***

(2)
# C21H56N3O4Si4TeY

C21H56N3O4Si4TeY as an isolated structure (ωB97M-V/def2-TZVPD, the Open Molecules 2025 dataset).

For the total energy, the calculation gives -75186.020 eV. The net charge is +2.

Positions of all 90 atoms, in Å:
Y  0.52721  -0.11638  0.81584
C  0.16873  3.28168  1.21896
C  -0.52556  2.84131  2.48602
O  -0.33996  1.42635  2.60354
C  -1.27744  0.79590  3.50326
C  -2.37865  0.17840  2.68359
O  -1.77860  -0.63017  1.65064
C  -2.74357  -1.13344  0.72448
C  -2.98486  -0.09992  -0.34920
O  -1.70469  0.33009  -0.83300
C  -1.76170  1.62095  -1.44811
C  -1.46143  2.68640  -0.42508
O  -0.17905  2.39731  0.14441
H  -0.09551  4.31193  0.97327
H  1.24988  3.21931  1.32215
H  -0.09222  3.34688  3.35230
H  -1.59496  3.06552  2.45796
H  -0.72729  0.03382  4.04849
H  -1.68368  1.52774  4.20210
H  -3.00963  -0.45587  3.31007
H  -3.00207  0.94905  2.21783
H  -2.33746  -2.06032  0.32097
H  -3.67319  -1.38584  1.23676
H  -3.57586  -0.51834  -1.16750
H  -3.52862  0.75594  0.05864
H  -1.03371  1.63304  -2.26032
H  -2.74099  1.79496  -1.89791
H  -1.44304  3.67434  -0.89239
H  -2.22875  2.68847  0.35524
N  1.51808  0.69046  -1.37104
C  1.64630  -0.37770  -2.39105
C  0.48234  -1.35515  -2.31253
N  0.22110  -1.87240  -0.94481
C  1.00805  -3.08248  -0.59503
C  2.48613  -2.76302  -0.43651
N  2.69467  -1.47487  0.28137
H  2.41487  1.16034  -1.27457
H  0.89539  1.41971  -1.70317
H  1.68408  0.03527  -3.40074
H  2.59447  -0.88167  -2.23043
H  -0.42655  -0.85148  -2.64183
H  0.66470  -2.18083  -3.00631
H  -0.74995  -2.16518  -0.94737
H  0.61131  -3.45981  0.34733
H  0.88153  -3.85498  -1.35917
H  2.96428  -3.58399  0.09745
H  2.96836  -2.70710  -1.41158
H  2.95312  -1.69351  1.24296
H  3.50578  -1.01102  -0.11786
C  3.67675  -4.45471  5.55349
Si  4.50873  -3.30745  4.33389
C  6.24565  -2.87460  4.88370
C  4.52947  -4.09808  2.62805
Si  3.23140  -1.34036  4.19769
Te  1.00213  -1.95053  3.13140
Si  2.56810  -0.39201  6.24739
C  1.37241  -1.55438  7.09418
C  4.05023  -0.09438  7.35027
C  1.69926  1.23235  5.84193
Si  4.33842  0.33765  2.97230
C  5.23202  1.54561  4.08643
C  3.02140  1.32862  1.99966
C  5.61415  -0.28748  1.73442
H  4.18079  -5.42384  5.57440
H  2.63113  -4.62582  5.28852
H  3.70598  -4.04592  6.56544
H  6.84196  -3.78176  5.00600
H  6.24469  -2.35066  5.84166
H  6.75596  -2.24239  4.15407
H  5.10479  -5.02646  2.63869
H  4.98454  -3.43960  1.88296
H  3.50832  -4.33922  2.32145
H  1.86028  -2.49874  7.34340
H  0.50646  -1.78336  6.47106
H  1.01587  -1.11136  8.02748
H  4.54945  -1.03540  7.59093
H  3.72608  0.35324  8.29317
H  4.78713  0.57319  6.90249
H  0.97004  1.07367  5.04354
H  2.40219  1.99961  5.51133
H  1.17175  1.62064  6.71638
H  4.56718  2.06090  4.77894
H  5.74677  2.29939  3.48460
H  5.98967  1.02793  4.67874
H  2.09884  1.38824  2.58695
H  2.85801  0.86685  1.01542
H  3.37766  2.34420  1.80569
H  6.50382  -0.60741  2.28165
H  5.93184  0.51458  1.06160
H  5.30147  -1.14023  1.13139

***

Going through the records in order, we get frontier orbital gap values of 9.306; 7.370 eV.
Going through the records in order, we get energy above the lowest of the compared OMol25 structures with the same formula, charge and spin values of 62.5; 16.1 kcal/mol.
Going through the records in order, we get E_HOMO values of -8.58; -11.99 eV.